(1)
Here is a molecular structure, C29H32N5O4S2Ti from OMol25. Energies are from ωB97M-V with the def2-TZVPD basis set.

```
73
Properties=species:S:1:pos:R:3:mulliken_charge:R:1
H 0.5785 4.4663 0.8646 0.30
H -2.3183 -1.7519 1.6201 0.15
C 2.1113 -2.9233 -0.5276 0.40
N -1.8066 0.5852 0.6131 -1.26
H 1.2496 1.5339 -4.9564 0.43
H 0.4692 5.9566 -2.4677 0.41
H 1.9602 4.6422 -1.1015 0.43
C 0.1183 4.9806 -2.0774 -0.51
H 4.6614 -5.2213 -0.8420 0.35
C -0.1320 1.1299 -3.3903 0.91
C -3.4141 -4.9678 3.4850 -0.57
C -2.1103 0.9643 -5.4437 -0.85
H -2.8838 -5.9997 5.2814 0.35
N 1.9412 -1.5565 -0.7202 0.94
H -4.1714 1.0218 -1.8522 0.42
H 4.8641 1.3008 3.1805 0.38
C -1.0344 0.5488 1.6821 0.31
C 2.5545 -5.7442 -0.9718 -0.47
H -0.0395 -3.4484 -0.5041 0.25
H -2.9125 0.8616 -6.1389 0.45
C 4.0064 1.8709 2.7922 -0.71
C 1.2244 -5.2329 -0.7609 -0.44
H -3.6867 -0.9543 2.3883 0.37
H -3.6705 -0.6813 -2.1109 0.46
H 3.9591 1.6346 1.7197 0.09
C -1.4893 0.8524 -3.0698 0.81
H -1.8012 -1.9056 5.2362 0.35
C 4.1882 3.3991 2.9747 -0.35
C -2.6907 -1.3783 2.5887 -0.10
H 4.2362 -2.8027 -0.4945 0.41
C 3.6220 -4.8522 -0.8124 -0.43
H 3.8046 3.8462 3.8980 0.30
C -2.8868 -5.0457 4.7730 -0.37
C -2.8023 -2.6054 3.4670 0.62
C 0.1921 1.2868 -4.7530 -0.69
H -3.7427 -5.8818 3.0315 0.39
H -0.9520 3.6184 0.7081 0.29
H 3.0800 1.4383 3.2117 0.16
N -1.2344 0.8135 -0.6406 1.23
C -3.4347 0.2314 -1.5413 -1.74
C 1.2462 4.0643 -1.6639 -0.59
C -2.0122 0.6614 -1.7553 1.25
C 0.9993 -3.8483 -0.5645 -0.34
H -0.5438 6.1980 -0.4122 0.34
H -1.8060 5.1300 -0.8673 0.28
O 0.6854 -1.0103 -0.5921 -0.08
H 2.7160 -6.8249 -1.2204 0.35
H -1.7099 -4.2244 6.3442 0.30
O 2.6854 0.5144 -0.6550 -0.20
C 3.6109 4.1242 1.8702 0.27
S -1.6661 -0.0496 3.2429 -0.23
C -0.7436 1.0566 -5.7679 -0.58
C -3.4019 -3.7523 2.8620 -0.62
H 5.2445 3.6659 2.9439 0.27
S 0.6990 0.9897 1.7966 -0.46
Ti 0.8244 0.9806 -0.5601 -0.02
C -0.6702 5.1869 -0.8025 -0.60
C -2.1826 -4.0190 5.3409 -0.58
C -2.4271 0.8708 -4.1206 -1.42
H -3.5461 0.0161 -0.4361 0.22
N 3.0584 4.6286 1.0074 -0.46
C -0.1540 4.1210 0.1716 -0.55
C 3.4111 -3.5242 -0.5482 -0.33
H -3.7176 -3.5935 1.8855 0.47
H 1.7169 3.5055 -2.4737 0.39
C -2.2467 -2.7647 4.7776 -0.50
O 0.8138 1.2380 -2.4294 -0.24
O 0.5173 3.1324 -0.6996 0.29
H 0.3540 -5.8527 -0.7386 0.42
H -0.4931 4.4629 -2.7933 0.17
N 3.0047 -0.7798 -0.8186 -0.44
H -3.4648 0.7280 -3.8678 0.38
H -0.4085 0.9378 -6.7944 0.42
```

Results
- Charge: +1
- Molecular weight: 626.6 g mol⁻¹
- Lowest unoccupied orbital energy: -0.163 Ha
- Relative energy (zero: lowest compared OMol25 entry of this formula, charge and spin): 33.2 kcal/mol

=====

(2)
Here is C29H32N6O2 in the gas phase from OMol25. Energies are from ωB97M-V with the def2-TZVPD basis set.

```
69
Properties=species:S:1:pos:R:3:mulliken_charge:R:1
C 3.5574 2.8815 -1.2833 -0.53
H 4.9108 -2.8564 -0.6396 0.39
H -3.0200 1.9397 3.9594 0.41
N -6.5703 0.7564 1.2734 0.01
H 1.6793 5.5642 0.7211 0.37
H -7.4621 0.0894 -0.5388 0.44
H -7.3955 0.8760 1.8351 0.18
C 2.2015 2.6871 -1.0025 1.18
C -4.8000 1.4443 2.9025 -0.87
C -3.4366 1.6025 3.0220 -0.75
N 1.4781 1.6010 -1.4806 0.27
C -2.1952 -2.4538 -1.3255 0.63
C 5.4409 -1.8895 2.5401 -0.39
C -5.2674 0.2970 -0.4924 0.35
H 2.6375 -2.9743 -1.0876 0.58
C -4.4590 -1.6487 -1.8413 -0.84
H -1.5150 1.4718 2.0913 0.41
C -2.5773 1.3370 1.9520 -0.64
C 1.2524 -0.1865 0.1864 -0.78
H 1.2750 0.1940 -2.9611 0.43
H 2.7721 1.1344 -3.0534 0.58
H 0.7623 -2.8410 1.3301 0.48
H 2.0337 0.2737 0.8177 0.15
C 3.5620 4.9850 -0.1173 -0.45
C -1.2103 -2.5411 -0.1563 0.54
C -4.4333 0.7237 0.5891 0.89
H -5.4653 1.6530 3.7275 0.37
C -4.8117 -0.1528 -1.8419 -0.84
N -3.3624 -1.9291 -0.9515 -0.09
N -0.0681 -3.1407 -0.5051 -0.01
H 0.5217 -0.6773 0.8278 0.89
H 3.1838 -1.2175 -2.3142 0.47
C 1.0790 -3.2210 0.3575 -1.45
C -3.0570 0.9032 0.7381 0.73
H 0.0260 -3.3695 -1.4876 0.26
C -6.5498 0.3322 -0.0276 -0.70
C 2.2165 4.8113 0.1623 -0.67
H -5.3352 -2.2289 -1.5311 0.36
H 6.2128 -1.7143 3.2776 0.37
H -0.2304 0.4656 -1.2305 0.23
O -1.8931 -2.8343 -2.4452 -0.74
H 5.2701 4.1300 -1.0795 0.36
H 4.1170 2.1443 -1.8382 0.22
H -5.6033 0.0125 -2.5745 0.44
C 2.0838 0.6381 -2.3701 -1.55
N 4.2032 -1.6634 2.9424 -0.69
C 4.2205 4.0140 -0.8487 -0.82
C 1.5453 3.6889 -0.2753 -0.30
H -3.9333 0.4193 -2.1455 0.26
H -3.4291 -1.6243 0.0138 0.23
O -1.4846 -2.1115 0.9526 -0.73
H -4.1499 -1.9719 -2.8384 0.46
C 0.5465 0.9210 -0.6072 -1.15
H 6.7732 -2.5016 0.9679 0.40
C 4.7092 -2.5206 0.3690 -0.60
H 1.3894 -4.2645 0.4774 0.40
H 3.6245 -0.0754 -1.0168 0.38
C 2.2629 -2.4186 -0.2159 0.04
N 1.8059 -1.1422 -0.7549 0.48
C 2.7851 -0.4893 -1.6032 -0.29
H 2.2290 -1.6566 2.4846 0.40
H 0.4899 3.5999 -0.0675 0.48
C 3.3984 -2.2880 0.7755 0.07
H 0.0825 1.6207 0.0836 -0.01
H 4.0856 5.8642 0.2260 0.39
C 5.7498 -2.3241 1.2603 -0.44
C 3.2151 -1.8568 2.0882 0.02
H -2.3839 0.7048 -0.0818 0.39
C -5.2910 1.0038 1.6799 -1.06
```

Results
- Charge: 0
- Molecular weight: 496.6 g mol⁻¹
- Lowest unoccupied orbital energy: 0.025 Ha
- Structure (SMILES): O=C(NCCc1c[nH]c2ccccc12)C(=O)NC[C@H](c1cccnc1)N1CCN(c2ccccc2)CC1
- Relative energy (zero: lowest compared OMol25 entry of this formula, charge and spin): 1.5 kcal/mol

=====

(3)
Here is a gas-phase ion, C29H32N7O (charge +1) from OMol25. Energies are from ωB97M-V with the def2-TZVPD basis set.

```
69
Properties=species:S:1:pos:R:3:mulliken_charge:R:1
C -5.3724 -0.4986 0.0438 -0.90
N 3.9843 3.5294 0.1993 -0.66
H -5.0977 1.1656 2.2309 0.41
H -6.3199 1.4321 -0.1310 0.37
C 0.3173 -2.8438 -0.4455 0.77
H -3.6957 3.6513 0.8554 0.36
C 2.9466 4.3188 0.0568 -0.40
H -0.5555 -0.7064 -3.0809 0.49
C -5.3421 0.9859 -0.3519 -0.80
N 2.6994 -2.8538 0.0396 -0.14
H -4.4719 -2.8225 -0.3454 0.49
N -1.9427 1.3077 -0.8161 0.16
C -3.8493 -2.3757 0.4313 -1.70
C -3.5872 -0.2777 1.6110 -0.86
C 1.7144 -2.4883 -0.8237 0.20
H -0.3012 -3.1309 -2.4655 0.61
C -4.1330 1.1524 1.7073 -1.07
H 5.2004 -3.8221 0.4898 0.46
H 7.3835 0.8897 1.5130 0.37
C 1.5894 2.4922 -0.5405 -0.21
C -0.1043 -2.7301 0.8756 -0.84
N -4.2752 1.7021 0.3613 0.06
H 1.4607 0.5310 -2.3509 0.49
C -0.6362 -2.9896 -1.4492 -0.61
O 1.9006 -1.7866 -1.8017 -0.61
H 7.6281 0.8738 -0.2398 0.38
H -5.7341 -1.0837 -0.8025 0.43
H -2.9343 1.4650 -0.3224 0.21
H -4.5957 3.4920 -0.6628 0.38
H 7.2033 -2.4301 0.7454 0.34
C 0.3716 1.7855 -0.9869 0.57
H -1.7688 -2.5640 2.1987 0.47
C 6.2059 -0.5704 0.4661 0.95
C 3.8357 -0.7556 0.0769 0.05
H 2.8854 -0.2888 -0.1005 0.78
C 4.9625 0.0365 0.2274 -0.02
C 7.4518 0.2472 0.6342 -1.64
C -0.6348 0.0662 -2.3359 -0.73
C -1.4541 -2.6645 1.1703 -0.70
C 0.4905 0.7725 -1.9453 -0.08
H 5.7063 1.9448 0.4376 0.28
H 0.6208 -2.6385 1.6713 0.41
C 3.9087 -2.1380 0.1559 -0.08
H -3.9150 -0.8383 2.5020 0.50
H 8.3130 -0.4024 0.7623 0.38
H -2.7491 -0.2010 -1.9501 0.28
H 2.5572 -3.6455 0.6487 0.32
H -5.4478 3.3960 0.8878 0.40
C 5.1265 -2.7487 0.4099 -0.89
H -2.4930 -0.2666 1.6054 0.48
H -2.7124 -3.0016 -1.9399 0.37
C -4.5213 3.1382 0.3645 -1.24
H -1.0403 2.7906 0.3000 0.57
H -4.1620 -2.7871 1.4036 0.42
C 3.7937 2.2131 -0.0113 0.20
N 2.6344 1.6891 -0.4089 -0.25
H -3.4396 1.7722 2.2792 0.41
C -2.4037 -2.6915 0.1561 1.02
C -1.8462 0.3473 -1.7333 -0.07
C 6.2529 -1.9546 0.5551 -0.81
H -5.1565 1.0948 -1.4236 0.36
C -1.9810 -2.9140 -1.1500 -0.84
N -4.0268 -0.9237 0.3807 0.61
H 3.1298 5.3708 0.2306 0.42
N 4.8700 1.4301 0.1952 -0.06
H 0.8380 4.5230 -0.4023 0.51
C 1.6749 3.8556 -0.2910 -0.85
H -6.0738 -0.6571 0.8787 0.38
C -0.8830 2.0291 -0.4498 -0.08
```

Results
- Charge: +1
- Molecular weight: 494.6 g mol⁻¹
- Lowest unoccupied orbital energy: -0.106 Ha
- Structure (SMILES): Cc1ccc(NC(=O)c2ccc(CN3CCN(C)CC3)cc2)cc1Nc1nccc(-c2ccc[nH+]c2)n1

=====

no.,highest occupied orbital energy (eV)
1,-10.881
2,-7.529
3,-10.119